Record 1
87
Properties=species:S:1:pos:R:3:forces:R:3:mulliken_charge:R:1 method="wB97M-V/def2-TZVPD" lumo_energy_ev="-11.203 / -11.202" homo_lumo_gap_ev="5.2 / 5.2" largest_force_ev_per_a=0.6 multiplicity=1 relative_energy_kj_mol=23.5 charge=+3
W -0.6653 -0.3559 -0.0913 0.11 -0.18 0.12 0.55
C 1.6998 1.6872 1.8314 0.11 -0.03 -0.05 -1.89
P 1.4274 1.2594 0.0956 -0.01 0.02 0.09 1.21
C 1.0672 2.8578 -0.6701 0.01 0.11 -0.05 -0.07
N 1.9372 3.8200 -0.4537 -0.11 -0.09 0.08 -0.18
C 1.7957 4.9544 -1.1605 -0.12 0.07 -0.14 0.31
C 2.6864 6.0330 -0.9571 0.03 0.06 -0.02 -0.62
C 2.5687 7.1455 -1.7362 0.05 -0.03 0.06 -0.62
C 1.5734 7.2367 -2.7476 -0.07 -0.04 -0.04 -0.63
C 0.6889 6.2218 -2.9628 0.01 0.04 -0.01 -0.59
C 0.7657 5.0607 -2.1592 0.14 0.03 0.11 0.41
N -0.1519 4.0864 -2.2913 -0.02 -0.15 0.01 -0.10
C -0.0198 3.0192 -1.5318 0.05 0.12 0.02 -0.24
P -1.4067 1.8676 -1.4343 -0.10 -0.19 -0.19 1.51
C -1.8395 1.5755 -3.1689 0.00 0.03 0.11 -1.71
C -2.7927 2.8360 -0.6100 -0.05 0.19 0.01 1.60
C -4.0519 2.0214 -0.2958 0.09 -0.01 0.00 -1.72
C -2.2054 3.5081 0.6399 -0.02 -0.05 0.03 -1.61
C -3.2085 3.9239 -1.6235 0.02 0.00 0.01 -1.51
C 3.0185 0.6693 -0.6541 0.17 0.06 -0.12 1.81
C 4.0389 1.8230 -0.7134 0.00 -0.04 0.01 -1.85
C 3.6202 -0.4149 0.2547 -0.01 0.08 -0.09 -2.38
C 2.7301 0.2281 -2.0963 0.11 0.08 0.05 -1.38
H 2.3865 2.5364 1.8382 0.00 0.00 -0.06 0.63
H 2.1392 0.8595 2.3826 -0.05 -0.05 0.01 0.33
H 0.7684 2.0115 2.2960 -0.03 -0.03 0.00 0.39
H 3.4490 5.9403 -0.1957 -0.01 0.01 0.00 0.51
H 3.2452 7.9784 -1.5955 0.00 -0.02 0.01 0.45
H 1.5217 8.1355 -3.3477 -0.01 -0.01 -0.01 0.45
H -0.0815 6.2775 -3.7201 0.01 0.02 0.01 0.51
H -1.7901 2.5550 -3.6475 0.03 0.06 0.03 0.66
H -2.8537 1.1944 -3.2676 0.02 -0.05 0.03 0.33
H -1.1150 0.9243 -3.6525 -0.01 -0.04 0.02 0.40
H -3.9163 1.2647 0.4685 0.02 -0.06 0.03 0.06
H -4.4736 1.5609 -1.1874 0.02 -0.02 -0.01 0.31
H -4.7917 2.7303 0.0795 0.00 0.00 0.00 0.71
H -1.6571 2.8185 1.2855 -0.03 0.03 0.00 0.08
H -3.0268 3.9153 1.2316 0.01 0.01 -0.03 0.56
H -1.5445 4.3352 0.3790 0.02 -0.01 -0.01 0.39
H -3.7457 3.5017 -2.4723 0.02 0.01 -0.01 0.40
H -2.3763 4.5264 -1.9792 -0.05 -0.02 -0.01 0.31
H -3.9011 4.5875 -1.1020 0.00 -0.02 0.02 0.52
H 4.2176 2.2790 0.2598 0.00 0.02 -0.02 0.38
H 3.7625 2.5959 -1.4254 0.04 -0.04 0.03 0.42
H 4.9801 1.3808 -1.0480 -0.01 -0.02 0.01 0.53
H 4.1138 0.0459 1.1111 0.00 0.00 0.00 0.40
H 4.3829 -0.9554 -0.3076 0.00 0.01 -0.02 0.55
H 2.9007 -1.1274 0.6355 -0.01 0.00 -0.01 0.80
H 2.5638 1.0966 -2.7356 -0.02 0.01 0.00 0.40
H 1.8795 -0.4365 -2.1958 -0.13 -0.15 -0.04 0.11
H 3.5981 -0.3041 -2.4873 0.03 0.03 -0.01 0.51
O -2.1489 -0.3618 5.9046 -0.01 0.01 0.11 -0.35
C -1.8171 -0.2829 4.7759 -0.02 -0.04 -0.10 0.12
C -0.4922 -0.8584 4.1655 0.01 0.04 0.00 -0.33
O 0.3697 -1.4685 4.7125 0.11 -0.09 0.07 -0.45
C -0.5927 -0.4905 2.7227 -0.16 0.19 -0.17 0.55
C -1.7534 0.1564 2.4417 0.29 -0.09 -0.12 0.57
O -1.8249 0.4414 1.1360 -0.11 -0.10 -0.04 0.86
C -2.6333 0.3840 3.6117 -0.07 0.08 0.06 -0.10
O -3.6852 0.9318 3.6724 -0.03 0.01 -0.01 -0.45
O 0.1875 -0.6951 1.6926 -0.29 0.14 0.00 0.47
S 0.8643 -2.2598 -0.5910 0.06 0.08 0.15 -0.44
C 1.3946 -3.1714 0.8311 -0.05 -0.11 0.00 0.52
N 1.3335 -4.5191 0.6703 -0.09 0.16 0.00 0.13
C 1.7910 -5.3663 1.6052 0.03 -0.01 0.15 -0.14
C 2.3084 -4.8498 2.7699 -0.03 -0.06 -0.05 -0.96
C 2.3187 -3.4660 2.8913 0.02 -0.08 -0.03 -0.10
N 1.8861 -2.6526 1.9225 0.15 -0.03 0.05 -0.37
H 0.8897 -4.8911 -0.1624 -0.04 -0.04 -0.09 0.37
H 1.7091 -6.4219 1.3846 0.01 -0.02 0.02 0.51
H 2.6813 -5.4958 3.5513 0.00 -0.01 -0.02 0.46
H 2.6966 -2.9820 3.7838 -0.02 -0.01 0.02 0.53
F -3.9536 -0.9554 -4.0626 -0.13 0.09 -0.08 -0.17
C -2.9516 -1.7810 -3.9067 0.24 0.07 0.16 0.60
F -1.9062 -1.4077 -4.6098 -0.04 -0.05 -0.08 -0.15
F -3.2884 -3.0092 -4.1381 -0.02 -0.13 -0.09 -0.12
S -2.4580 -1.6236 -2.0686 -0.04 -0.47 -0.15 0.92
O -1.0371 -1.0810 -2.0559 0.27 0.20 0.19 -1.03
O -3.2359 -0.6375 -1.3634 -0.38 0.34 0.25 -0.50
N -2.5167 -3.0784 -1.5492 -0.02 0.11 0.03 -0.63
S -2.3847 -3.2998 0.0198 0.13 -0.21 -0.26 1.15
O -1.7068 -4.5050 0.3310 -0.01 -0.06 0.06 -0.70
O -1.8147 -2.0645 0.6379 0.06 0.33 -0.04 -0.28
C -4.1549 -3.3488 0.7129 -0.09 0.11 0.07 0.66
F -4.9843 -3.2728 -0.3003 -0.02 0.04 0.03 -0.19
F -4.2881 -2.3009 1.5107 -0.04 -0.11 -0.10 -0.15
F -4.3040 -4.4630 1.3736 0.08 -0.01 -0.01 -0.17

=====

Record 2
78
Properties=species:S:1:pos:R:3:forces:R:3:lowdin_spin:R:1 method="wB97M-V/def2-TZVPD" lumo_energy_ev="-6.419 / -6.822" homo_lumo_gap_ev="6.5 / 6.2" largest_force_ev_per_a=2.4 s2=2.018 multiplicity=3 relative_energy_kj_mol=0.0 charge=+2
Mo -0.2567 0.4900 -1.4328 -1.98 0.12 -0.20 1.66
C 1.1930 1.4993 2.5154 -0.14 -0.11 -0.06 0.00
C 0.9940 0.9239 1.1557 -1.34 0.10 0.45 0.02
N -0.1914 0.8406 0.5857 0.97 0.49 1.44 0.00
N -1.2175 1.3216 1.3009 -0.26 0.39 1.51 0.01
C -2.3267 1.5801 0.6813 0.07 -0.36 -1.21 0.01
N -3.3399 2.1639 1.3010 -0.09 0.12 0.11 0.00
S -2.5477 1.1675 -1.0212 -0.07 0.11 -0.11 0.07
C 2.0716 0.4621 0.3316 0.87 -0.43 -0.62 0.02
C 3.4204 0.4264 0.7078 -0.63 0.08 -0.04 0.00
C 4.3643 -0.0084 -0.2017 -0.31 -0.13 -0.49 0.02
C 3.9339 -0.4366 -1.4580 0.21 -0.01 0.37 0.00
C 2.5889 -0.4013 -1.7577 -0.04 -0.10 -0.21 0.03
N 1.6713 0.0737 -0.9071 2.28 -0.29 0.68 0.02
H 0.2433 1.5393 3.0413 0.10 -0.02 -0.01 0.00
H 1.5648 2.5210 2.4232 0.05 0.08 -0.02 0.00
H 1.9134 0.9276 3.0957 0.09 -0.05 -0.02 0.00
H -3.2617 2.4241 2.2714 0.00 -0.03 -0.03 0.00
H -4.2068 2.3231 0.8127 0.07 -0.06 0.12 0.00
H 3.7152 0.7678 1.6860 -0.03 0.01 0.14 0.00
H 5.4124 -0.0187 0.0516 0.10 -0.01 0.04 0.00
H 4.6364 -0.7921 -2.1947 0.02 -0.06 -0.06 0.00
H 2.2176 -0.7522 -2.7142 0.09 0.13 0.04 0.00
N 6.0382 5.3011 -2.5414 0.23 0.07 -0.01 0.00
C 4.8064 4.7683 -2.5578 -0.40 -0.07 -0.02 0.00
C 3.8518 5.1910 -3.5057 -0.06 -0.09 0.01 0.00
C 2.5917 4.6446 -3.5336 0.01 0.02 -0.07 0.00
C 2.2531 3.6700 -2.6018 -0.87 -0.47 0.01 0.00
C 3.1652 3.2556 -1.6392 0.13 -0.02 0.10 0.00
C 4.4297 3.7906 -1.6138 -0.13 -0.10 -0.03 0.00
S 0.6542 2.9598 -2.5944 0.30 0.28 -0.09 0.01
O 0.2869 2.6736 -1.1807 0.17 -0.54 0.18 0.01
O -0.3069 3.6806 -3.3492 0.25 0.40 -0.27 0.00
N 0.6965 1.3618 -3.0765 0.96 0.66 0.76 0.01
C -0.2416 0.9654 -3.9650 -1.29 -0.56 -1.41 0.03
N -1.0171 0.0171 -3.3781 0.46 0.46 -0.93 0.01
C -1.9599 -0.5491 -4.1390 -0.28 -0.25 -0.18 0.01
C -2.1467 -0.1370 -5.4468 0.09 -0.05 0.29 0.00
C -1.3260 0.8828 -5.9263 -0.07 -0.24 0.11 0.02
N -0.3773 1.4299 -5.1843 0.51 0.18 0.08 0.00
H 6.3048 6.0039 -3.2092 0.05 -0.04 0.08 0.00
H 6.7181 4.9996 -1.8665 0.03 0.09 -0.06 0.00
H 4.1235 5.9561 -4.2141 0.00 0.11 -0.13 0.00
H 1.8521 4.9599 -4.2505 -0.03 0.14 -0.18 0.00
H 2.8485 2.5338 -0.9024 0.15 -0.02 0.09 0.00
H 5.1395 3.4725 -0.8643 0.06 -0.01 0.08 0.00
H -2.5409 -1.3468 -3.6891 -0.03 0.10 0.00 0.00
H -2.8952 -0.5860 -6.0763 -0.09 -0.10 0.00 0.00
H -1.3984 1.2550 -6.9395 -0.17 -0.01 -0.05 0.00
C -0.2673 -3.0428 4.4781 0.13 -0.19 -0.12 0.00
C 0.2649 -3.7100 3.2109 -0.03 0.22 0.02 0.00
C 0.2702 -2.7723 2.0049 0.56 -0.36 0.05 0.00
N -1.0811 -2.3348 1.7326 -0.55 0.18 0.16 0.00
C -1.5948 -1.9641 0.5848 0.10 0.06 -0.06 0.01
S -0.6215 -1.9587 -0.8671 0.04 0.25 -0.27 0.03
N -2.8877 -1.6402 0.4845 -0.42 -0.04 -0.15 0.00
C -3.9109 -1.6020 1.5121 0.32 0.26 -0.30 0.00
O -4.6247 -0.6384 1.5259 -0.10 -0.13 0.07 0.00
C -3.9953 -2.7698 2.3920 -0.30 -0.52 0.50 0.00
C -3.5454 -4.0375 1.9933 -0.15 0.27 0.03 0.00
C -3.7097 -5.1223 2.8327 0.05 -0.04 0.01 0.00
C -4.3172 -4.9641 4.0714 -0.02 0.11 -0.10 0.00
C -4.7763 -3.7166 4.4683 -0.01 -0.02 0.03 0.00
C -4.6318 -2.6260 3.6325 0.23 0.11 -0.25 0.00
H -0.0820 -3.6849 5.3348 -0.06 0.00 0.10 0.00
H -1.3434 -2.8645 4.4433 -0.09 0.03 0.04 0.00
H 0.2402 -2.0969 4.6554 0.02 0.14 0.07 0.00
H -0.3263 -4.5968 2.9804 0.02 -0.07 -0.06 0.00
H 1.2895 -4.0388 3.3814 0.03 -0.03 -0.06 0.00
H 0.6637 -3.2734 1.1199 0.01 0.07 0.07 0.00
H 0.8955 -1.8964 2.2150 -0.01 -0.04 -0.04 0.00
H -1.7022 -2.3738 2.5390 0.05 0.05 -0.25 0.00
H -3.1579 -1.1260 -0.3563 0.21 -0.09 0.24 0.00
H -3.1063 -4.1774 1.0158 0.04 -0.02 -0.06 0.00
H -3.3723 -6.0985 2.5209 0.00 -0.09 -0.06 0.00
H -4.4551 -5.8181 4.7145 0.02 -0.10 0.10 0.00
H -5.2590 -3.5983 5.4251 -0.06 0.02 0.10 0.00
H -4.9987 -1.6535 3.9252 -0.04 0.08 0.00 0.00

=====

Record 3
62
Properties=species:S:1:pos:R:3:forces:R:3:nbo_charge:R:1 method="wB97M-V/def2-TZVPD" lumo_energy_ev=-5.321 homo_lumo_gap_ev=3.7 largest_force_ev_per_a=2.0 multiplicity=1 relative_energy_kj_mol=41.1 charge=+1
C 6.9085 -2.9524 -1.0288 0.18 -0.31 0.06 -0.65
C 5.5824 -2.2628 -1.0221 -0.10 0.36 0.07 0.09
C 5.5197 -0.8606 -1.0462 -0.23 0.13 0.01 -0.23
C 4.2994 -0.2079 -1.0929 -0.36 0.02 -0.10 -0.12
C 3.0716 -0.9298 -1.1199 0.76 -0.53 0.34 -0.09
C 1.8259 -0.2453 -1.2548 -0.49 -0.25 -0.07 0.04
C 0.5791 -0.8674 -1.2348 0.19 0.09 0.29 -0.32
C -0.6010 -0.2531 -1.6470 0.12 -0.20 -0.02 0.08
C -1.8538 -0.9440 -1.6820 -0.60 -0.47 0.14 -0.18
C -2.8817 -0.5837 -2.5961 0.31 0.13 0.12 -0.09
C -4.0277 -1.3536 -2.7213 0.27 0.13 0.02 -0.23
C -4.2188 -2.4895 -1.9204 0.13 0.26 -0.17 0.09
C -5.4493 -3.3214 -2.0840 -0.23 -0.25 0.11 -0.65
C -3.2426 -2.8288 -0.9754 0.33 0.19 0.14 -0.25
C -2.0839 -2.0765 -0.8516 -0.02 -0.01 -0.33 -0.06
C 3.1568 -2.3515 -1.0154 0.09 0.33 0.00 -0.14
C 4.3870 -2.9909 -0.9643 -0.36 0.04 -0.03 -0.22
H 6.7774 -4.0364 -1.0150 0.07 0.11 0.01 0.23
H 7.5009 -2.6982 -1.9160 -0.19 0.05 0.14 0.25
H 7.5040 -2.6706 -0.1526 -0.11 0.00 -0.13 0.24
H 6.4491 -0.2895 -1.0240 -0.29 -0.11 -0.06 0.23
H 4.2539 0.8837 -1.1123 0.10 -0.30 -0.05 0.22
H 1.8561 0.8357 -1.4090 0.04 -0.20 -0.10 0.22
H 0.5280 -1.9133 -0.9199 0.02 0.42 -0.27 0.22
H -0.5548 0.7505 -2.0745 -0.02 -0.15 0.13 0.23
H -2.7212 0.2855 -3.2379 -0.15 -0.22 0.18 0.23
H -4.7885 -1.0944 -3.4594 0.24 0.01 0.22 0.23
H -5.4640 -4.1319 -1.3520 -0.06 0.08 -0.10 0.23
H -6.3551 -2.7199 -1.9468 0.16 -0.05 -0.03 0.24
H -5.5082 -3.7699 -3.0834 0.09 0.15 0.14 0.24
H -3.4000 -3.7017 -0.3401 0.07 0.27 -0.14 0.23
H -1.3324 -2.3540 -0.1129 -0.27 0.03 -0.12 0.21
H 2.2429 -2.9431 -0.9785 0.32 0.07 -0.07 0.22
H 4.4378 -4.0786 -0.8777 -0.09 0.34 -0.10 0.23
C -5.0261 3.2829 -0.2335 0.10 -0.19 0.11 -0.24
C -5.0637 2.1251 0.5579 0.05 0.31 -0.22 -0.20
C -3.8957 1.6215 1.1164 0.76 0.42 -0.20 -0.22
C -2.6508 2.2748 0.8985 -1.15 0.42 -0.80 -0.06
C -1.4573 1.7609 1.5109 1.71 0.05 0.25 -0.37
C -0.2222 2.3803 1.4780 -1.95 -0.51 -0.32 0.07
N 0.8000 2.0282 2.2630 0.79 -0.49 0.23 -0.40
C 2.0670 2.7389 2.2460 0.03 0.30 -0.07 -0.20
C 2.9759 1.9834 3.2243 0.14 0.20 -0.09 -0.41
C 2.1280 0.8582 3.8512 -0.06 -0.13 0.03 -0.41
C 0.7137 0.9671 3.2514 0.08 -0.02 0.28 -0.21
C -2.6321 3.4459 0.0976 -0.26 -0.59 0.30 -0.18
C -3.8074 3.9358 -0.4598 -0.06 -0.13 0.04 -0.22
H -5.9440 3.6758 -0.6690 0.23 -0.09 0.12 0.22
H -6.0122 1.6189 0.7452 0.24 0.17 -0.08 0.22
H -3.9110 0.7283 1.7469 -0.05 0.26 -0.20 0.21
H -1.5670 0.8456 2.0973 0.01 0.40 0.06 0.20
H -0.0287 3.2194 0.7981 -0.08 -0.22 0.48 0.20
H 2.4769 2.7661 1.2230 -0.05 -0.03 0.25 0.18
H 1.9319 3.7866 2.5655 -0.02 -0.28 -0.12 0.20
H 3.8455 1.5892 2.6882 -0.11 0.02 0.23 0.21
H 3.3351 2.6809 3.9871 0.06 -0.24 -0.13 0.22
H 2.5519 -0.1271 3.6299 -0.02 0.21 0.13 0.21
H 2.0742 0.9714 4.9385 0.11 -0.13 -0.22 0.22
H -0.0171 1.2003 4.0477 0.05 0.08 -0.41 0.20
H 0.3905 0.0135 2.8009 0.08 0.30 -0.03 0.19
H -1.6774 3.9542 -0.0604 -0.48 -0.01 -0.05 0.19
H -3.7754 4.8395 -1.0718 -0.06 -0.26 0.18 0.22